An isolated ion of composition C3H3N2 and charge +1 at a distorted geometry. Source: the OMol25 dataset; level of theory: ωB97M-V with the def2-TZVPD basis set.

Results
Net charge: +1
HOMO (spin up / spin down) (eV): -14.163 / -14.163
LUMO energy (spin up / spin down) (eV): -6.1 / -6.1
SMILES string: [NH+]#CC1=CN1
DFT total energy (hartree): -225.06914

Geometry as XYZ:
```
8
C3H3N2, DFT ωB97M-V with the def2-TZVPD basis set
N 2.036 -0.990 -0.040
C 1.881 0.132 0.019
C 0.810 0.890 -0.132
C -0.316 0.311 0.260
N -0.612 1.550 -0.093
H 2.231 -1.889 0.319
H -0.285 -0.581 0.896
H -1.074 2.003 -0.881
```

Löwdin population analysis, charges in e, atoms 1 to 4: N 0.33; C -0.01; C -0.07; C 0.05

***

A 14-piece molecular cluster, C31H69BBrFN28O20 overall at a distorted geometry. Source: the OMol25 dataset; level of theory: ωB97M-V with the def2-TZVPD basis set.

Results
HOMO (eV): -9.160
LUMO energy (eV): -1.3
DFT total energy (hartree): -6960.06978

Geometry as XYZ:
```
151
C31H69BBrFN28O20, DFT ωB97M-V with the def2-TZVPD basis set
C 0.065 0.679 1.747
C 1.109 1.526 1.021
N 2.001 0.981 0.300
C 1.061 3.048 1.210
C -0.397 3.452 1.025
C -1.161 3.703 2.141
C -2.497 4.016 1.990
C -3.039 4.059 0.732
C -2.255 3.837 -0.389
C -0.918 3.530 -0.251
C -0.062 3.236 -1.446
O 1.041 3.707 -1.538
N -0.560 2.372 -2.531
C 0.344 1.322 -2.775
O 1.221 1.372 -3.594
F 0.160 0.205 -2.051
C -2.891 3.940 -1.758
O -2.320 4.389 -2.725
C -4.307 3.419 -1.820
C -4.699 2.686 -3.094
C -6.123 2.975 -3.623
C -6.523 4.460 -3.596
Br -8.409 4.534 -3.009
C -5.050 3.621 -0.741
O -6.335 3.153 -0.656
B -6.427 2.003 0.118
O -5.325 1.469 0.785
O -7.665 1.450 0.242
C -4.505 4.343 0.479
O -5.190 5.063 1.163
H -0.964 0.995 1.524
H 0.236 0.745 2.826
H 0.126 -0.371 1.434
H 1.865 -0.030 0.317
H 1.723 3.561 0.526
H 1.392 3.255 2.234
H -0.726 3.655 3.133
H -3.095 4.206 2.877
H -0.531 2.945 -3.371
H -3.989 3.023 -3.865
H -4.494 1.612 -2.970
H -6.831 2.388 -3.032
H -6.192 2.558 -4.635
H -6.526 4.866 -4.605
H -5.985 5.060 -2.866
H -4.732 1.065 0.132
H -7.512 0.656 0.767
C 2.527 -0.230 4.777
O 2.246 0.528 3.863
N 1.751 -1.311 5.079
N 3.632 -0.062 5.562
H 1.956 -1.955 5.819
H 0.932 -1.460 4.515
H 4.221 0.725 5.361
H 3.879 -0.676 6.319
C -3.385 -1.528 -0.465
O -4.547 -1.150 -0.595
N -2.343 -0.919 -1.098
N -3.048 -2.583 0.326
H -1.387 -1.208 -1.003
H -2.556 -0.136 -1.688
H -3.793 -3.054 0.807
H -2.107 -2.908 0.450
C -9.246 7.353 -0.702
O -8.694 7.315 -1.786
N -10.510 7.852 -0.533
N -8.649 6.894 0.442
H -10.981 7.890 0.351
H -10.978 8.195 -1.350
H -7.722 6.517 0.357
H -9.085 6.913 1.344
C 6.977 -1.677 6.552
O 6.233 -2.007 7.462
N 6.522 -1.515 5.271
N 8.307 -1.449 6.730
H 7.101 -1.242 4.498
H 5.543 -1.677 5.115
H 8.671 -1.563 7.659
H 8.931 -1.181 5.992
C 2.997 -2.518 -1.297
O 3.305 -3.492 -0.635
N 1.816 -2.430 -1.980
N 3.807 -1.420 -1.414
H 1.549 -1.633 -2.526
H 1.190 -3.211 -1.916
H 4.683 -1.445 -0.926
H 3.568 -0.604 -1.947
C -6.387 -1.917 2.948
O -7.055 -2.299 3.891
N -6.875 -1.862 1.670
N -5.088 -1.509 3.077
H -6.334 -1.550 0.878
H -7.825 -2.153 1.529
H -4.691 -1.534 3.998
H -4.527 -1.188 2.310
C 1.538 -4.127 2.369
O 0.433 -3.604 2.416
N 2.597 -3.551 1.736
N 1.804 -5.337 2.950
H 3.509 -3.964 1.684
H 2.442 -2.664 1.295
H 1.048 -5.794 3.424
H 2.701 -5.781 2.922
C 3.482 5.949 0.643
O 2.901 5.236 1.445
N 2.910 6.352 -0.528
N 4.755 6.400 0.852
H 3.369 6.935 -1.200
H 1.976 6.034 -0.715
H 5.205 6.121 1.704
H 5.251 6.985 0.208
C -11.612 3.468 1.457
O -12.726 3.964 1.470
N -10.563 4.031 0.792
N -11.319 2.303 2.112
H -9.639 3.639 0.769
H -10.739 4.887 0.298
H -12.065 1.859 2.613
H -10.410 1.879 2.112
C 5.527 -1.146 -5.806
O 6.161 -1.400 -6.820
N 4.269 -0.610 -5.842
N 6.017 -1.380 -4.558
H 3.731 -0.395 -5.024
H 3.876 -0.426 -6.746
H 6.939 -1.775 -4.493
H 5.511 -1.185 -3.715
C 8.305 -5.021 4.116
O 9.318 -4.371 3.920
N 7.215 -4.496 4.750
N 8.180 -6.323 3.719
H 6.370 -5.005 4.925
H 7.286 -3.539 5.053
H 8.965 -6.736 3.250
H 7.358 -6.875 3.871
C 5.710 -5.215 -5.202
O 6.682 -4.919 -4.526
N 5.212 -4.397 -6.169
N 5.038 -6.401 -5.038
H 4.416 -4.620 -6.734
H 5.687 -3.518 -6.313
H 5.376 -7.023 -4.328
H 4.238 -6.667 -5.578
C 8.686 -9.662 -5.003
O 9.575 -10.493 -4.945
N 7.385 -9.997 -5.273
N 8.907 -8.330 -4.805
H 6.639 -9.330 -5.328
H 7.184 -10.967 -5.425
H 9.847 -8.046 -4.607
H 8.188 -7.630 -4.849
```

Löwdin population analysis, charges in e, atoms 1 to 4: C -0.03; C -0.39; N 0.15; C -0.08